# 1
Entry from the OMol25 dataset: C28H24N2O2PdS3 as an isolated structure (the ωB97M-V functional and the def2-TZVPD basis).

## Properties
Energy above the lowest of the compared OMol25 structures with the same formula, charge and spin: 0.096 eV
Spin multiplicity: 1
Largest force on an atom: 0.9 eV Å⁻¹
HOMO-LUMO gap: 3.97 eV
Net charge: -2
Highest occupied orbital energy: 0.36 eV

Structure (XYZ):
```
60
Properties=species:S:1:pos:R:3:forces:R:3
Pd -0.083630 -0.021148 -0.525872 -0.495 -0.686 -0.125
S -3.843572 -1.032225 2.185338 -0.052 -0.119 0.013
S 0.668953 4.310459 -2.630099 -0.429 0.283 0.546
S -2.266355 -0.688959 -0.238518 0.252 0.231 -0.207
O 1.038826 3.141652 -3.446965 0.172 -0.332 -0.293
O 2.041773 0.370137 -0.501759 0.510 -0.162 0.082
N -1.233551 -0.654196 2.316164 -0.313 -0.131 -0.127
N -0.017032 -0.146012 1.885327 -0.386 0.118 0.210
C 1.469570 2.938003 1.126743 0.113 0.184 0.239
C 4.969908 0.672211 1.591672 -0.060 0.017 -0.021
C 4.518383 0.190588 2.819256 -0.021 -0.045 0.069
C 2.778550 0.267820 0.535451 -0.061 -0.366 -0.051
C -4.131360 -4.003661 6.329820 0.023 -0.023 -0.022
C -3.386980 -5.012431 5.735801 -0.033 0.037 0.018
C 1.216507 4.109830 -0.929735 0.305 0.195 -0.106
C 2.196830 5.229381 0.962942 -0.034 -0.009 -0.059
C -3.705487 3.840749 -1.441280 0.025 0.043 -0.008
C 1.007539 -0.903557 2.000321 0.246 0.184 -0.107
C 1.788147 5.244424 -0.365240 0.082 0.067 0.073
C -3.166889 5.114821 -1.584918 -0.086 -0.020 0.037
C 2.348137 -0.280779 1.802485 0.083 -0.240 -0.103
C -1.072484 4.136421 -2.190071 0.018 -0.163 -0.204
C -2.701370 -4.746462 4.555727 0.018 -0.002 -0.016
C -3.487342 -2.464139 4.571395 -0.098 0.002 0.087
C -4.178240 -2.742307 5.748667 0.033 -0.009 -0.001
C 0.916331 -2.371397 2.322216 -0.064 -0.014 0.013
C 1.069304 2.940182 -0.202430 -0.222 0.085 0.368
C -2.756058 -3.488527 3.976202 0.060 -0.030 0.010
C -2.206955 -0.751837 1.478342 0.324 0.055 0.405
C -1.840017 5.266120 -1.958860 0.037 0.048 -0.044
C -2.924067 2.715626 -1.671882 0.024 0.005 -0.001
C 2.032634 4.069354 1.709305 -0.061 -0.104 -0.143
C 3.213879 -0.293785 2.887823 0.152 0.039 -0.108
C -3.528586 -1.087652 3.971419 -0.090 0.077 -0.132
C 4.140895 0.692372 0.488964 -0.001 0.144 0.072
C -1.599844 2.858904 -2.062137 -0.011 0.124 0.024
H -3.346003 -5.997906 6.184547 0.005 -0.003 -0.007
H 5.985947 1.045857 1.500069 0.023 -0.001 -0.014
H -4.314833 -0.501863 4.450524 0.043 0.028 0.055
H 1.905943 -2.827581 2.335506 -0.014 0.021 0.002
H -2.235456 -3.278681 3.051407 0.061 0.010 -0.057
H -3.779810 5.988559 -1.394852 0.004 0.007 -0.003
H -0.968536 1.986872 -2.206049 -0.034 -0.098 -0.038
H 1.331340 2.030767 1.705077 -0.064 0.128 -0.059
H 2.640982 6.113287 1.407176 0.004 -0.002 -0.019
H 2.849456 -0.697148 3.829476 -0.010 -0.021 0.002
H 0.618464 2.003464 -0.549050 0.010 0.442 -0.368
H 5.161430 0.178587 3.691628 0.007 0.008 0.003
H 2.349455 4.034124 2.744496 0.007 0.018 0.022
H 1.908475 6.135840 -0.972501 0.011 0.011 0.023
H 0.431150 -2.522081 3.290195 -0.047 -0.046 0.034
H 0.302625 -2.870728 1.563779 0.012 0.047 0.043
H -4.735923 3.723957 -1.128343 -0.016 -0.001 0.003
H -4.762701 -1.957359 6.217522 0.007 0.007 -0.014
H -3.316625 1.719929 -1.507110 0.018 -0.019 0.014
H -1.398405 6.251978 -2.060972 -0.011 -0.002 -0.004
H 4.488713 1.087297 -0.459159 -0.004 -0.016 -0.015
H -2.568823 -0.581061 4.100325 0.030 -0.007 0.012
H -2.119688 -5.527818 4.080969 0.000 0.009 -0.004
H -4.678825 -4.197183 7.245378 -0.001 -0.002 0.000
```
Positions in Å, forces in eV/Å.



# 2
Entry from the OMol25 dataset: C49H55AsBiN5O7Si2 as an isolated structure (the ωB97M-V functional and the def2-TZVPD basis).

## Properties
Energy above the lowest of the compared OMol25 structures with the same formula, charge and spin: 0.786 eV
Spin multiplicity: 1
Largest force on an atom: 1.4 eV Å⁻¹
HOMO-LUMO gap: 3.88 eV
Net charge: 0
Highest occupied orbital energy: -4.92 eV

Structure (XYZ):
```
120
Properties=species:S:1:pos:R:3:forces:R:3
Bi -0.701983 0.499239 -1.079891 0.331 -0.537 -0.068
As 0.769472 -1.852234 1.378234 0.222 -0.672 0.300
Si -3.163316 -2.149051 -0.028996 -0.352 -0.512 0.121
Si -2.819069 0.506615 -2.639453 -0.741 0.131 -1.163
O 2.666876 1.143149 2.620556 -0.006 0.062 0.106
O 2.888881 6.378247 -2.287362 -0.052 0.012 0.048
O -3.063917 1.862697 0.243542 0.269 0.048 0.302
O -1.823889 -2.526331 -0.905763 0.232 -0.031 -0.361
O 1.690626 1.396409 0.669144 -0.003 0.288 0.250
O -4.221084 2.555568 2.004080 0.059 0.061 0.361
O 1.685954 0.890436 -3.138107 0.447 -0.075 0.515
N -0.211989 3.164316 -1.438278 0.019 0.094 -0.052
N -0.812590 -1.680549 -1.422384 0.180 0.217 0.657
N 3.852767 4.888116 -0.889739 -0.017 0.048 -0.003
N 0.525849 0.118781 -2.861954 -0.655 0.548 -0.316
N -0.752080 1.827729 1.801677 -0.285 0.227 0.000
C -2.571015 -0.526836 -4.221005 0.140 0.006 0.245
C 1.182030 -5.595181 -0.605068 0.043 -0.025 0.053
C 0.158475 -5.947762 1.544000 -0.017 -0.044 0.048
C 0.622666 -6.447916 0.337974 0.009 -0.001 -0.008
C -5.612616 0.427790 -2.340446 0.160 0.083 -0.049
C 5.469001 -1.844258 2.043278 0.052 0.013 0.007
C 3.529126 -1.673729 0.638403 -0.145 0.092 -0.017
C -0.761366 -2.421561 5.326803 0.008 0.066 0.027
C 1.405686 4.908734 -1.210739 -0.098 0.038 -0.094
C -0.701383 -4.536432 4.177259 -0.037 -0.011 -0.003
C 5.163727 5.417826 -1.256414 -0.006 0.043 -0.271
C 1.252115 -4.231799 -0.355921 0.041 0.133 -0.076
C -3.674040 -3.927045 0.345098 -0.327 0.395 0.141
C 0.324788 1.798614 2.574875 -0.356 0.141 0.322
C -1.924402 2.162988 2.330052 0.789 -0.045 0.864
C 5.654253 4.875860 -2.595675 -0.036 0.041 0.113
C -1.154603 4.003755 -1.014043 0.112 0.117 -0.044
C -0.945565 2.478125 4.481424 0.252 -0.026 0.169
C -5.833503 -1.559289 -0.474282 0.124 -0.071 0.123
C -2.069157 2.489557 3.682047 -0.195 -0.054 -0.369
C -2.835399 -1.222960 1.593226 0.055 0.009 -0.184
C 2.701843 -1.888194 1.737151 0.016 0.166 0.041
C -0.208073 -1.802740 4.214012 0.034 0.036 -0.088
C 0.114607 -2.543511 3.086889 -0.067 0.066 0.084
C 0.767558 -3.724905 0.835988 -0.176 -0.147 -0.078
C 3.270509 -2.080528 2.989916 -0.121 0.020 0.043
C 0.240725 -4.584907 1.806810 0.064 0.056 -0.197
C 0.412549 5.783952 -0.790886 -0.005 -0.051 0.003
C -0.887057 5.319239 -0.670936 0.091 0.035 0.027
C 1.491838 -1.637453 -4.382961 -0.338 0.212 -0.023
C -0.143757 -3.921152 3.060489 0.001 0.159 0.090
C -6.868892 0.056233 -1.892350 -0.088 -0.003 0.084
C 4.649786 -2.051861 3.143078 0.032 0.016 0.021
C -4.552360 -1.198059 -0.911530 0.178 -0.030 -0.100
C -1.004651 -3.788310 5.304641 -0.018 -0.010 0.005
C 2.779912 5.449136 -1.498361 0.102 -0.060 0.101
C 0.576138 -1.230278 -3.257098 0.161 -0.893 0.123
C 3.809465 3.895561 0.175772 0.078 -0.190 -0.078
C -0.581423 -3.469488 -3.136900 0.032 0.108 0.161
C 4.495125 2.585659 -0.203046 -0.110 0.118 0.067
C -3.209545 2.262725 -3.288610 -0.030 -0.144 0.247
C -0.238057 -2.105829 -2.617028 0.277 0.041 -0.455
C -3.083610 2.164212 1.409588 -0.879 -0.002 -0.781
C 1.591841 1.425750 1.862593 0.471 -0.093 -0.385
C 0.277779 2.126977 3.931737 -0.100 0.010 -0.298
C -6.982384 -0.945168 -0.941935 -0.039 0.084 -0.009
C 4.906725 -1.659832 0.787599 0.022 -0.003 -0.005
C 1.042023 3.603323 -1.517270 0.147 0.055 0.070
C -4.435668 -0.167689 -1.870679 0.099 0.022 0.158
H -0.905883 -5.599648 4.172222 0.006 -0.009 -0.016
H -2.153051 3.598599 -0.956895 -0.099 0.016 -0.031
H -0.036242 -0.731309 4.222364 -0.024 0.040 0.031
H -3.798879 2.825751 -2.560853 0.020 0.058 0.011
H 4.969727 5.181571 -3.385101 0.014 -0.004 -0.023
H 5.709629 3.787681 -2.581837 0.036 -0.009 -0.008
H -4.929505 2.506003 1.344347 0.051 -0.062 -0.073
H -1.665575 -3.561433 -3.236067 -0.002 -0.036 -0.028
H 0.663354 6.814308 -0.573915 -0.005 0.013 -0.026
H -3.776551 2.226333 -4.221091 -0.019 -0.033 -0.016
H 5.084386 -2.188091 4.125956 0.008 -0.036 -0.009
H 2.342183 -0.960952 -4.421367 0.047 -0.032 -0.052
H 5.078520 6.503090 -1.325444 0.052 -0.009 0.084
H -4.689552 -3.984325 0.741802 0.015 -0.095 0.050
H -3.006259 -4.366667 1.088581 0.096 0.063 -0.020
H -7.752499 0.556982 -2.269130 0.000 -0.022 -0.043
H -5.933827 -2.340224 0.271303 -0.073 0.001 -0.014
H 1.864174 -2.647373 -4.223374 0.023 -0.006 -0.052
H 5.559953 2.737708 -0.383433 0.009 -0.018 -0.033
H -2.855849 -1.908186 2.443164 0.098 -0.059 -0.017
H -7.952535 -1.239073 -0.561122 -0.007 -0.029 -0.026
H -0.256614 -6.626321 2.279244 -0.002 0.009 0.015
H 3.082455 -1.499187 -0.336517 0.082 0.018 -0.028
H 1.400339 1.538308 -3.788959 -0.164 -0.106 -0.141
H -1.858919 -0.734001 1.587165 0.040 0.031 0.029
H 0.559107 -7.509039 0.134157 -0.006 -0.003 0.010
H 5.863503 5.168738 -0.458059 -0.050 -0.007 0.041
H -5.538514 1.217199 -3.079321 -0.067 0.007 -0.006
H -3.631371 -4.541692 -0.553518 0.032 0.066 -0.073
H 1.558089 -5.996518 -1.537631 -0.001 0.023 -0.013
H 4.300870 4.323263 1.057282 -0.072 0.005 0.005
H 4.037853 2.158148 -1.095953 0.011 -0.031 -0.016
H 6.544473 -1.821311 2.164760 0.002 -0.007 -0.003
H 2.444231 1.023978 3.550868 -0.001 -0.059 0.002
H -2.673811 -1.594005 -4.020142 0.034 -0.009 0.061
H -3.314053 -0.265655 -4.979279 -0.091 0.111 0.102
H -1.439338 -4.270466 6.170787 -0.004 -0.016 -0.008
H -3.589303 -0.453840 1.768636 -0.101 -0.050 -0.061
H 1.777571 2.875357 -1.842617 0.003 -0.002 -0.002
H -2.292608 2.821806 -3.482622 0.047 -0.036 -0.021
H 0.985538 -1.609217 -5.355617 0.085 0.055 -0.051
H 5.541597 -1.494316 -0.073664 -0.003 0.001 -0.007
H 2.771478 3.700163 0.432531 -0.005 0.050 0.021
H 4.378295 1.866730 0.606208 0.045 -0.041 0.009
H 1.678112 -3.560388 -1.093321 -0.068 -0.024 -0.055
H -0.133389 -3.640976 -4.112048 0.021 0.011 -0.018
H -1.012225 -1.839354 6.204901 0.014 -0.009 0.006
H -1.007989 2.744448 5.527873 -0.045 0.001 0.001
H -3.040749 2.749127 4.074368 0.003 0.014 0.016
H 1.170018 2.152568 4.542897 -0.008 -0.015 0.039
H 6.643343 5.276764 -2.819269 0.013 -0.017 -0.035
H -1.578983 -0.366489 -4.645123 0.024 0.032 0.008
H -0.260849 -4.251731 -2.448800 -0.069 -0.071 -0.018
H 2.634205 -2.249861 3.852181 0.033 -0.029 -0.005
H -1.680347 5.972542 -0.334335 -0.034 -0.023 -0.019
```
Positions in Å, forces in eV/Å.